{
  "formula": "C36H40BNP2Re",
  "method": "ωB97M-V/def2-TZVPD",
  "fmax_ha_per_bohr": 0.099,
  "s2": 3.7830,
  "multiplicity": 4,
  "molar_mass_g_mol": 745.7,
  "orbital_gap_ev": [5.31, 5.94],
  "total_charge": 2,
  "homo_ev": [-13.02, -14.12],
  "elements": ["Re", "C", "C", "C", "C", "C", "C", "C", "C", "C", "H", "H", "H", "H", "H", "H", "H", "H", "H", "H", "H", "H", "H", "H", "H", "P", "P", "C", "C", "C", "C", "C", "C", "C", "C", "C", "C", "C", "C", "C", "C", "C", "C", "C", "C", "C", "C", "C", "C", "C", "C", "C", "C", "H", "H", "H", "H", "H", "H", "H", "H", "H", "H", "H", "H", "H", "H", "H", "H", "H", "H", "H", "H", "H", "H", "B", "C", "N", "H", "H", "H"],
  "xyz": [[0.094165, 0.801975, 1.039275], [-2.140965, 1.105097, -2.316446], [-2.076125, -0.233713, -2.282876], [-1.431240, -1.069664, -3.339944], [-0.003269, -0.649430, -3.765667], [0.823509, 0.103445, -2.767956], [0.645153, 1.377801, -2.408243], [-0.136461, 2.384945, -3.180335], [-1.587120, 1.948592, -3.427432], [1.687387, 0.936746, 2.509182], [-2.735767, 1.648095, -1.583006], [-2.793877, -0.805256, -1.682126], [-2.065565, -1.035361, -4.242387], [-1.427167, -2.117185, -3.011332], [0.533834, -1.571865, -4.033870], [-0.090444, -0.055040, -4.687263], [1.756556, -0.412268, -2.515712], [1.257204, 1.857035, -1.652570], [0.360624, 2.587530, -4.146740], [-0.123388, 3.327742, -2.616005], [-2.195110, 2.863070, -3.514611], [-1.639740, 1.409053, -4.386762], [1.298549, 1.821640, 3.037816], [2.739848, 1.137930, 2.271230], [1.635920, 0.053226, 3.166107], [-1.280749, -0.894955, 0.400148], [2.116502, -0.128986, 0.326198], [-0.012786, -1.850435, -0.465610], [1.323273, -1.523023, -0.518089], [-2.345641, -2.270340, 0.941526], [-2.752551, -3.230679, -0.002746], [-3.582147, -4.278457, 0.391759], [-4.025048, -4.354965, 1.716172], [-3.608353, -3.407307, 2.656384], [-2.763459, -2.370739, 2.275718], [-2.690393, 0.514313, 0.554167], [-2.343452, 1.834619, 0.827899], [-3.240138, 2.873088, 0.516371], [-4.508801, 2.564311, 0.011339], [-4.907195, 1.226978, -0.122098], [-4.012350, 0.198536, 0.184689], [3.648960, -0.959078, 0.926820], [3.483946, -2.289058, 1.359043], [4.590425, -3.104474, 1.592170], [5.880221, -2.582024, 1.447053], [6.056004, -1.229303, 1.133825], [4.944967, -0.407026, 0.921612], [2.865393, 1.501765, -0.233131], [2.248461, 2.680995, 0.218984], [2.743023, 3.942678, -0.126156], [3.784955, 4.025659, -1.054155], [4.327292, 2.860131, -1.609291], [3.854527, 1.598101, -1.231582], [-0.341975, -2.816878, -0.846636], [2.024063, -2.175212, -1.039672], [-2.414342, -3.172220, -1.040307], [-3.872436, -5.039606, -0.334718], [-4.690645, -5.160239, 2.022241], [-3.932677, -3.470984, 3.693164], [-2.415106, -1.635265, 2.996148], [-1.341407, 2.144535, 1.258529], [-2.925470, 3.908997, 0.679425], [-5.199063, 3.368089, -0.257724], [-5.913011, 0.974964, -0.460241], [-4.322140, -0.843463, 0.123998], [2.475236, -2.693136, 1.454186], [4.445586, -4.150587, 1.863247], [6.747809, -3.226188, 1.585557], [7.060206, -0.812145, 1.035281], [5.088763, 0.654442, 0.715732], [1.277737, 2.620520, 0.781583], [2.311032, 4.840777, 0.327956], [4.168421, 5.011686, -1.326631], [5.141885, 2.941659, -2.331351], [4.234812, 0.687146, -1.696303], [-1.846346, -0.154096, 4.998393], [-1.172292, 0.190610, 3.698396], [-0.705055, 0.408509, 2.640077], [-3.017612, 0.184445, 4.913888], [-1.274541, 0.427347, 5.896208], [-1.772859, -1.368159, 5.148246]],
  "forces_ev_per_a": [[2.70, 2.20, -0.06], [-0.53, 0.07, -0.13], [-0.66, -0.28, -0.48], [0.10, -0.12, -0.17], [0.24, -0.26, -0.65], [0.62, 0.25, -0.42], [0.90, 0.24, -0.48], [-0.66, 0.26, 0.24], [-0.19, 0.31, -0.40], [0.33, 0.27, 1.12], [0.20, -0.31, -0.24], [0.31, 0.35, 0.16], [0.13, -0.13, 0.28], [0.01, 0.19, -0.12], [-0.13, 0.37, -0.10], [0.16, -0.14, 0.18], [-0.43, 0.18, 0.54], [0.18, -0.43, -0.56], [-0.12, -0.10, 0.41], [-0.07, -0.15, -0.19], [0.04, -0.44, -0.13], [-0.16, 0.17, 0.37], [0.22, -0.24, 0.13], [-0.38, -0.08, -0.07], [0.07, 0.45, -0.22], [-1.66, -0.70, -0.17], [1.36, 0.44, -0.50], [1.62, -0.11, -1.06], [-1.42, -0.82, -1.16], [0.48, -0.21, 0.59], [0.26, -0.01, 0.02], [-0.04, 0.15, 0.09], [0.15, 0.15, 0.00], [0.01, -0.01, -0.10], [-0.02, 0.14, -0.31], [-0.04, -0.71, -0.56], [-0.15, 0.34, -0.88], [0.26, -0.08, 0.32], [0.14, -0.06, 0.14], [0.25, 0.04, 0.42], [0.43, 0.33, 0.01], [-0.52, -0.50, 0.88], [0.18, -0.12, -0.37], [-0.03, 0.19, 0.03], [-0.20, 0.22, -0.08], [-0.31, -0.09, 0.07], [-0.21, 0.14, -0.30], [-0.37, -0.25, -1.52], [-0.06, -0.15, -0.14], [-0.39, -0.32, 0.06], [0.12, -0.20, 0.30], [-0.06, 0.03, 0.00], [-0.14, 0.15, 0.56], [0.33, 0.18, -0.17], [-0.32, -0.35, 0.18], [-0.16, -0.06, 0.27], [0.02, 0.29, 0.22], [0.19, 0.16, -0.09], [0.05, -0.03, -0.23], [-0.32, -0.34, -0.03], [-0.99, 0.46, -0.18], [-0.26, -0.39, -0.05], [0.28, -0.27, 0.14], [0.28, 0.13, 0.12], [0.09, 0.20, -0.23], [0.29, -0.08, -0.01], [0.05, 0.33, -0.01], [-0.22, 0.17, -0.02], [-0.35, -0.11, 0.14], [0.05, -0.40, 0.01], [0.88, 0.50, 0.06], [0.11, -0.35, -0.35], [-0.06, -0.40, 0.03], [-0.34, -0.07, 0.13], [0.11, 0.33, 0.17], [-0.40, -0.24, 0.82], [-0.07, -0.06, -0.29], [-2.22, -0.52, 4.55], [0.30, 0.03, -0.18], [0.00, -0.02, -0.18], [0.14, 0.29, -0.18]]
}